(1)
Molecular formula: C55H52As2F9N5O10PRuS2
Method: DFT, the ωB97M-V functional and the def2-TZVPD basis

The geometry in ORCA input format:
```
! RIJCOSX wB97M-V def2-TZVPD def2/J DEFGRID3
* xyz 3 1
Ru -1.1221 -0.9014 0.7318
C 0.0429 2.4709 1.1732
C 0.6938 1.5603 2.1573
C 1.5094 2.1379 3.1487
C 2.1709 1.3488 4.0415
C 2.0417 -0.0507 3.9455
C 2.7599 -0.9355 4.7879
C 2.6498 -2.3023 4.6477
C 1.7874 -2.8242 3.6927
C 1.0541 -1.9758 2.8580
S 0.0358 -2.6591 1.6847
C 1.1872 -0.5629 2.9433
N 0.5303 0.2407 2.0612
H 0.7108 2.6117 0.3184
H -0.1528 3.4446 1.6179
H -0.8877 2.0543 0.8100
H 1.5973 3.2148 3.1899
H 2.7985 1.7825 4.8112
H 3.4106 -0.5153 5.5452
H 3.2366 -2.9680 5.2652
H 1.6717 -3.8958 3.5854
O 2.3691 0.3552 -5.7233
C 1.9526 -0.9869 -5.7814
N 1.0330 -1.2725 -4.6848
C 1.0401 -2.4982 -4.1135
O 1.7831 -3.3915 -4.4676
C 0.0450 -2.7760 -3.0169
C -0.4685 -4.0631 -2.9341
C -1.3007 -4.3954 -1.8769
C -1.5415 -3.4485 -0.9072
N -1.0346 -2.2024 -0.9688
C -0.2703 -1.8617 -2.0213
H 2.0226 0.8060 -6.4983
H 2.8084 -1.6499 -5.6663
H 1.4704 -1.1999 -6.7380
H 0.4104 -0.5330 -4.3954
H -0.1976 -4.7940 -3.6855
H -1.7335 -5.3816 -1.7885
H -2.1447 -3.6971 -0.0436
H 0.1158 -0.8489 -2.0498
C 4.7533 -3.7200 -2.2699
O 4.6879 -2.2951 -2.4815
C 3.6872 -1.6277 -1.9711
O 2.7894 -2.1148 -1.2945
C 3.7494 -0.1447 -2.1739
C 4.7164 0.5392 -2.7811
As 5.0161 2.4621 -2.5196
C 5.7002 3.0299 -4.2564
C 3.1504 3.0291 -2.7015
C 2.1117 2.4011 -2.1543
As 2.2999 0.6952 -1.1542
C 3.4346 1.3469 0.3246
C 0.6832 2.6677 -2.4864
O 0.0221 1.7625 -2.9878
O 0.1003 3.8304 -2.2792
C 0.7475 4.9086 -1.5744
C 3.1675 4.4607 -3.2001
O 3.7875 5.2330 -2.5162
O 2.5542 4.8464 -4.3075
C 1.9162 3.9004 -5.1669
C 5.9746 0.0092 -3.4109
O 7.0344 0.3991 -2.9782
O 5.8015 -0.7673 -4.4566
C 6.9997 -1.1934 -5.1407
H 5.8008 -3.9892 -2.3543
H 4.1647 -4.2129 -3.0385
H 4.3709 -3.9758 -1.2845
H 6.7448 2.7369 -4.3183
H 5.6488 4.1152 -4.3156
H 5.1392 2.5740 -5.0718
H 4.4711 1.4163 0.0053
H 3.3805 0.6442 1.1581
H 3.1098 2.3275 0.6744
H 1.0457 5.6789 -2.2818
H 1.6185 4.5630 -1.0190
H 0.0037 5.3174 -0.8952
H 0.8588 3.8173 -4.9127
H 2.3916 2.9255 -5.0863
H 2.0067 4.2913 -6.1762
H 6.6795 -1.9330 -5.8657
H 7.7122 -1.6174 -4.4374
H 7.4598 -0.3446 -5.6435
F -8.4080 2.6171 2.5948
C -8.3408 1.3496 2.1590
F -9.1531 0.6067 2.9149
F -8.7958 1.3240 0.8986
C -6.9149 0.8533 2.2356
C -6.0989 0.9251 1.1192
C -4.7770 0.5146 1.2124
C -4.2781 0.0422 2.4194
C -5.1074 -0.0312 3.5394
C -6.4249 0.3752 3.4450
P -2.5346 -0.4361 2.6743
C -2.0108 0.8102 3.8821
C -1.2472 0.5375 5.0127
C -0.8579 1.5724 5.8491
C -1.1946 2.8781 5.5332
C -1.9507 3.1640 4.4022
C -2.3619 2.1307 3.5822
C -0.6393 4.0295 6.3366
F -0.1428 3.6325 7.5074
F 0.3789 4.5869 5.6293
F -1.5467 4.9778 6.5457
C -2.7466 -2.0823 3.4306
C -2.5863 -2.4420 4.7623
C -2.6891 -3.7784 5.1281
C -2.9715 -4.7442 4.1753
C -3.2144 -4.3880 2.8546
C -3.1002 -3.0609 2.4917
C -2.9513 -6.2012 4.5764
F -3.6378 -6.4147 5.6976
F -1.6750 -6.5806 4.7933
F -3.4502 -6.9821 3.6119
H -6.4966 1.3039 0.1876
H -4.1271 0.5822 0.3535
H -4.7263 -0.4020 4.4832
H -7.0748 0.3201 4.3083
H -0.9460 -0.4744 5.2491
H -0.2823 1.3679 6.7425
H -2.2176 4.1875 4.1719
H -2.9562 2.3499 2.7028
H -2.3954 -1.7034 5.5282
H -2.5400 -4.0706 6.1598
H -3.4850 -5.1463 2.1324
H -3.3090 -2.7495 1.4718
S -1.9102 0.7939 -0.7540
C -2.6941 0.2288 -2.1762
N -3.6345 -0.7024 -2.2792
C -4.1476 -0.8012 -3.6564
C -3.2790 0.2324 -4.4099
N -2.4342 0.7759 -3.3419
H -4.0911 -1.1401 -1.4984
H -5.2070 -0.5542 -3.6900
H -4.0154 -1.8131 -4.0355
H -3.8742 1.0212 -4.8666
H -2.6663 -0.2243 -5.1856
H -1.6387 1.4033 -3.4667
*
```

## Properties
**Kohn-Sham gap (spin up / spin down)**: 3.396 / 3.398 eV
**HOMO energy (spin up / spin down)**: -14.40 / -14.40 eV

These are the Löwdin partial charges, in e, on atoms 1 to 2: atom 1 (Ru): 0.69, atom 2 (C): -0.04

(2)
Molecular formula: C2H2O2S2
Method: DFT, the ωB97M-V functional and the def2-TZVPD basis

The geometry in ORCA input format:
```
! RIJCOSX wB97M-V def2-TZVPD def2/J DEFGRID3
* xyz 0 1
C 0.3141 0.3047 -0.3274
C 1.6124 -0.0550 -0.0166
O -0.6090 -0.9599 0.0080
O -0.4173 1.1646 -0.6645
S -2.1140 -0.9635 -0.0057
S -2.7445 0.7613 0.6185
H 2.3498 0.7421 -0.0870
H 1.6085 -0.9943 0.4747
*
```

## Properties
**ΔE to the lowest compared entry with this formula, charge and spin**: 321.34 kJ/mol
**Kohn-Sham gap (spin up / spin down)**: 5.147 / 5.150 eV
**HOMO energy (spin up / spin down)**: -8.09 / -8.09 eV

These are the Löwdin partial charges, in e, on atoms 1 to 2: atom 1 (C): -0.57, atom 2 (C): 0.07

(3)
Molecular formula: C4H10N4O3
Method: DFT, the ωB97M-V functional and the def2-TZVPD basis

The geometry in ORCA input format:
```
! RIJCOSX wB97M-V def2-TZVPD def2/J DEFGRID3
* xyz 2 1
C -3.1562 -1.3974 0.3676
O -2.0769 -1.6040 1.2485
C -0.9471 -1.0327 1.1618
N -0.4804 -0.1983 0.2286
O -1.2527 -0.1429 -0.9307
C 0.8681 0.1052 0.2423
N 1.5995 -0.1885 1.3038
C 1.5735 0.8458 -0.8082
N 2.8655 0.6666 -1.1372
N 0.9011 1.8601 -1.1911
O 1.5655 2.7095 -1.8847
H -4.0395 -1.7402 0.8585
H -3.0321 -1.6989 -0.6280
H -3.3574 -0.3407 0.1280
H -0.3460 -1.1705 2.0315
H -1.0616 0.6707 -1.4279
H 2.5275 0.0781 1.4063
H 1.4999 -0.7823 2.1313
H 3.4482 -0.1358 -1.2023
H 3.1652 1.2617 -1.8470
H 1.0005 3.5613 -1.9241
*
```

## Properties
**ΔE to the lowest compared entry with this formula, charge and spin**: 554.06 kJ/mol
**Kohn-Sham gap (spin up / spin down)**: 6.990 / 6.987 eV
**HOMO energy (spin up / spin down)**: -17.13 / -17.13 eV
**Structure (SMILES)**: CO/C=[N+](\O)C(=[NH2+])/C(N)=N/O

These are the Löwdin partial charges, in e, on atoms 1 to 2: atom 1 (C): 0.02, atom 2 (O): 0.14

(4)
Molecular formula: C3H8N2O2
Method: DFT, the ωB97M-V functional and the def2-TZVPD basis

The geometry in ORCA input format:
```
! RIJCOSX wB97M-V def2-TZVPD def2/J DEFGRID3
* xyz 0 1
C -0.9051 0.9444 -0.0418
C -1.0119 -0.4695 -0.3906
C 1.2641 -0.6517 0.5162
N 0.3957 1.5876 -0.0990
N 1.3326 0.7626 0.5832
O -2.0480 -1.1483 0.2227
O 1.9579 -1.2652 -0.4403
H -1.7240 1.5219 -0.6163
H -1.2812 0.7839 0.9249
H -0.8711 -0.7882 -1.4276
H 1.2517 -1.1162 1.4868
H 0.5331 1.7785 -1.0612
H 1.4608 0.9944 1.6220
H -2.0443 -2.1429 0.0963
H 1.6899 -0.7913 -1.3754
*
```

## Properties
**ΔE to the lowest compared entry with this formula, charge and spin**: 587.15 kJ/mol
**Kohn-Sham gap (spin up / spin down)**: 7.654 / 7.627 eV
**HOMO energy (spin up / spin down)**: -6.92 / -6.89 eV

These are the Löwdin partial charges, in e, on atoms 1 to 2: atom 1 (C): -0.27, atom 2 (C): -0.24

(5)
Molecular formula: C12H14IP
Method: DFT, the ωB97M-V functional and the def2-TZVPD basis

The geometry in ORCA input format:
```
! RIJCOSX wB97M-V def2-TZVPD def2/J DEFGRID3
* xyz 0 1
C -0.1143 1.3570 4.1258
C 0.7950 0.6368 3.3191
C -1.1280 2.0630 3.4845
C 0.4176 0.3369 2.0112
C -1.2840 2.0090 2.1094
C -0.5677 1.0441 1.3127
C -0.7531 0.8754 -0.1078
C -0.6109 0.2503 -1.3058
C -0.7615 -1.6172 -2.8864
C 1.2624 -1.4069 -1.2765
C 0.9242 0.2738 -3.1093
C 0.2195 -0.6844 -2.0916
P -1.9201 1.3949 -1.4497
I 0.1496 -4.1279 2.1675
H 0.0200 1.4616 5.2381
H 1.5942 0.0004 3.6762
H -1.7583 2.6853 4.0040
H 1.0067 -0.4046 1.3882
H -2.0998 2.6658 1.8513
H -0.1187 -2.5318 -3.2237
H -1.4102 -2.0408 -2.2671
H -1.3688 -1.1019 -3.6150
H 1.9357 -0.6200 -0.9882
H 1.6133 -2.2353 -1.7071
H 0.7104 -1.9149 -0.3903
H 1.9332 -0.0181 -3.4232
H 0.9691 1.3555 -2.8820
H 0.3445 0.2939 -3.9642
*
```

## Properties
**ΔE to the lowest compared entry with this formula, charge and spin**: 248.28 kJ/mol
**Kohn-Sham gap (spin up / spin down)**: 4.044 / 2.400 eV
**HOMO energy (spin up / spin down)**: -6.71 / -5.86 eV

These are the Löwdin partial charges, in e, on atoms 1 to 2: atom 1 (C): -0.03, atom 2 (C): -0.04

(6)
Molecular formula: CH5BO
Method: DFT, the ωB97M-V functional and the def2-TZVPD basis

The geometry in ORCA input format:
```
! RIJCOSX wB97M-V def2-TZVPD def2/J DEFGRID3
* xyz 0 1
B -0.2215 -0.3637 -0.5291
C -0.8475 0.1138 0.7582
O 2.0879 0.3938 -0.8539
H -0.4501 -0.7676 -1.5382
H -1.9604 -0.2097 0.8179
H -1.0373 1.1267 0.8011
H -0.3071 -0.1055 1.5826
H 2.7360 -0.1878 -1.0386
*
```

## Properties
**ΔE to the lowest compared entry with this formula, charge and spin**: 531.53 kJ/mol
**Kohn-Sham gap**: 8.095 eV
**HOMO energy**: -8.78 eV

These are the Löwdin partial charges, in e, on atoms 1 to 2: atom 1 (B): 0.30, atom 2 (C): -0.05

(7)
Molecular formula: C5H9N3S
Method: DFT, the ωB97M-V functional and the def2-TZVPD basis

The geometry in ORCA input format:
```
! RIJCOSX wB97M-V def2-TZVPD def2/J DEFGRID3
* xyz 0 1
C -1.9063 -1.1343 -0.3785
C -1.3035 0.9776 0.4814
C 3.3279 0.4910 -0.6562
C -3.6123 0.5211 0.2413
C 2.8276 -0.3143 0.5286
N -0.6666 -1.4509 -0.3846
N 1.4517 -0.6896 0.7028
N -2.2610 0.1181 0.1148
S 0.2037 -0.0712 -0.0467
H -2.7295 -1.7668 -0.8418
H 4.2276 0.9063 -0.4088
H 3.4892 -0.2327 -1.4356
H 2.5548 1.3242 -1.0252
H -4.1459 0.1140 -0.6251
H -4.0897 0.4150 1.2637
H -3.7933 1.6688 0.1922
H 2.9453 0.3129 1.5556
H 3.4802 -1.1891 0.7222
*
```

## Properties
**ΔE to the lowest compared entry with this formula, charge and spin**: 513.82 kJ/mol
**Kohn-Sham gap**: 7.512 eV
**HOMO energy**: -7.84 eV

These are the Löwdin partial charges, in e, on atoms 1 to 2: atom 1 (C): -0.26, atom 2 (C): -0.08

(8)
Molecular formula: C36H27MnN4O3S
Method: DFT, the ωB97M-V functional and the def2-TZVPD basis

The geometry in ORCA input format:
```
! RIJCOSX wB97M-V def2-TZVPD def2/J DEFGRID3
* xyz 1 2
Mn -0.3452 -1.2468 0.1239
C -3.2857 -1.2615 -3.0642
O -3.1773 -2.3872 -2.2156
C -2.2252 -2.0659 -1.3304
N -1.7675 -0.8368 -1.2402
C -2.7461 -0.1130 -2.2410
C -2.2676 1.0095 -3.1523
C -1.0105 1.5614 -3.1730
C -0.7095 2.6284 -4.0287
C -1.6761 3.1528 -4.8627
C -2.9487 2.6139 -4.8500
C -3.2395 1.5583 -4.0064
C -1.7798 -3.2230 -0.5227
C -2.4139 -4.4023 -0.2031
C -1.8374 -5.1715 0.8350
C -0.7227 -4.7105 1.5754
C -0.1568 -3.5199 1.1755
N -0.6262 -2.9341 0.0766
C 0.8334 -2.6280 1.8444
N 1.1263 -1.3888 1.5234
C 2.2602 -1.0716 2.5676
C 2.1981 -2.2533 3.5266
O 1.4187 -3.2365 2.8783
C 2.2408 0.2049 3.4000
C 3.3559 0.3806 4.2410
C 3.4702 1.4768 5.0721
C 2.4744 2.4339 5.0841
C 1.3785 2.2840 4.2590
C 1.2645 1.1693 3.4149
H -4.3315 -1.1181 -3.3345
H -2.7069 -1.4399 -3.9754
H -3.5348 0.3045 -1.6045
H -0.2578 1.1850 -2.5315
H 0.2842 3.0505 -4.0280
H -1.4395 3.9847 -5.5153
H -3.7186 3.0242 -5.4922
H -4.2517 1.1660 -4.0003
H -3.3312 -4.7020 -0.6898
H -2.3037 -6.1078 1.1162
H -0.3549 -5.2488 2.4375
H 3.1924 -1.0680 1.9956
H 1.7320 -2.0000 4.4820
H 3.1861 -2.6706 3.7256
H 4.1539 -0.3559 4.2427
H 4.3392 1.5868 5.7098
H 2.5539 3.2994 5.7314
H 0.6043 3.0328 4.2613
H 0.4116 1.0793 2.7854
S 1.6699 2.7440 -1.1464
C 2.3707 1.4191 -2.1341
C 3.3518 1.5517 -3.1132
C 3.7847 0.4159 -3.7883
C 3.2444 -0.8467 -3.4906
C 2.2669 -0.9853 -2.5160
C 1.8393 0.1587 -1.8459
N 0.8917 0.1442 -0.8747
C 0.6207 1.4833 -0.3325
C -0.4583 1.6837 0.8106
C -0.8409 2.9269 1.4343
C -1.8053 2.9249 2.4161
C -2.4354 1.7044 2.8359
C -2.0999 0.4985 2.2677
C -1.1474 0.4077 1.2717
H 3.7701 2.5219 -3.3447
H 4.5461 0.5061 -4.5507
H 3.5942 -1.7188 -4.0263
H 1.8477 -1.9558 -2.2826
H -0.3742 3.8569 1.1314
H -2.0965 3.8569 2.8863
H -3.1887 1.7381 3.6127
H -2.5782 -0.4201 2.5836
O -0.0862 0.3585 0.1719
*
```

## Properties
**ΔE to the lowest compared entry with this formula, charge and spin**: 2029.34 kJ/mol
**Kohn-Sham gap (spin up / spin down)**: 5.343 / 6.756 eV
**HOMO energy (spin up / spin down)**: -9.06 / -10.53 eV

These are the Löwdin partial charges, in e, on atoms 1 to 2: atom 1 (Mn): 0.69, atom 2 (C): -0.11

(9)
Molecular formula: CH2N5
Method: DFT, the ωB97M-V functional and the def2-TZVPD basis

The geometry in ORCA input format:
```
! RIJCOSX wB97M-V def2-TZVPD def2/J DEFGRID3
* xyz 1 1
H 0.3697 0.3878 2.0279
N -0.3852 -0.2155 1.7017
N -0.3865 -0.1794 0.0901
C -1.3069 -1.0357 -0.3948
N -2.0510 -1.8115 -0.7684
N 0.3797 0.5824 -0.5221
N 1.5164 0.7079 -0.8454
H 1.8639 1.5640 -1.2891
*
```

## Properties
**ΔE to the lowest compared entry with this formula, charge and spin**: 447.79 kJ/mol
**Kohn-Sham gap (spin up / spin down)**: 8.824 / 8.283 eV
**HOMO energy (spin up / spin down)**: -16.86 / -15.97 eV
**Structure (SMILES)**: [H]/N=[N+](C#N)\N=N\[H]

These are the Löwdin partial charges, in e, on atoms 1 to 2: atom 1 (H): 0.07, atom 2 (N): 0.35

(10)
Molecular formula: C5H7NOS
Method: DFT, the ωB97M-V functional and the def2-TZVPD basis

The geometry in ORCA input format:
```
! RIJCOSX wB97M-V def2-TZVPD def2/J DEFGRID3
* xyz 0 1
C 2.0629 -1.0082 -0.8174
S 0.7958 -1.7796 0.2064
C -0.4558 -0.5230 0.0986
C -1.3957 -0.2877 1.2358
C -0.4605 0.8235 0.8012
C -0.9738 1.6765 -0.2869
N -1.2776 1.0642 -1.3664
O -0.9847 -0.2936 -1.1980
H 1.6791 -0.7842 -1.8292
H 2.4480 -0.1052 -0.3504
H 2.8997 -1.7190 -0.8916
H -1.1508 -0.7644 2.1700
H -2.4633 -0.2124 0.9903
H 0.3330 1.1506 1.4599
H -1.0564 2.7627 -0.2222
*
```

## Properties
**ΔE to the lowest compared entry with this formula, charge and spin**: 282.40 kJ/mol
**Kohn-Sham gap**: 9.872 eV
**HOMO energy**: -9.05 eV
**Structure (SMILES)**: CS[C@@]12C[C@@H]1C=NO2

These are the Löwdin partial charges, in e, on atoms 1 to 2: atom 1 (C): -0.40, atom 2 (S): 0.91

(11)
Molecular formula: C3H6N4
Method: DFT, the ωB97M-V functional and the def2-TZVPD basis

The geometry in ORCA input format:
```
! RIJCOSX wB97M-V def2-TZVPD def2/J DEFGRID3
* xyz 2 1
C -0.5179 -0.8628 1.2146
C 0.8370 -0.5694 1.1479
C -2.3115 0.0408 -0.1926
N 3.9818 0.2154 0.0435
N -0.0471 0.5870 -0.4408
N -1.1440 -0.0602 0.2703
N 1.0341 0.2596 0.1122
H -1.0170 -1.6902 1.7821
H 1.6936 -0.8815 1.7374
H -2.6475 0.8999 -0.7706
H -3.0883 -0.8460 0.0304
H 4.8078 -0.1350 0.4471
H -0.1397 1.4513 -1.1339
*
```

## Properties
**ΔE to the lowest compared entry with this formula, charge and spin**: 909.83 kJ/mol
**Kohn-Sham gap (spin up / spin down)**: 4.242 / 4.328 eV
**HOMO energy (spin up / spin down)**: -17.38 / -17.45 eV

These are the Löwdin partial charges, in e, on atoms 1 to 2: atom 1 (C): 0.14, atom 2 (C): 0.05

(12)
Molecular formula: C4H8N2O
Method: DFT, the ωB97M-V functional and the def2-TZVPD basis

The geometry in ORCA input format:
```
! RIJCOSX wB97M-V def2-TZVPD def2/J DEFGRID3
* xyz 0 1
C 2.1697 -0.9056 -0.2523
C -2.3023 -0.3195 -0.2904
C 0.3023 0.5094 0.0997
C -1.2322 0.5494 0.3124
O 1.0610 1.6619 -0.0012
N -0.3814 0.0826 1.3280
N 0.7409 -0.6930 -0.2690
H 1.1556 2.0328 0.8856
H -1.4299 1.6249 0.3427
H 2.7182 -0.2299 0.4110
H 2.3690 -1.9467 0.0002
H 2.5413 -0.7369 -1.2711
H -3.1018 -0.4772 0.4384
H -2.7321 0.1367 -1.1842
H -1.8782 -1.2889 -0.5499
*
```

## Properties
**ΔE to the lowest compared entry with this formula, charge and spin**: 499.08 kJ/mol
**Kohn-Sham gap (spin up / spin down)**: 8.369 / 8.747 eV
**HOMO energy (spin up / spin down)**: -8.88 / -9.20 eV

These are the Löwdin partial charges, in e, on atoms 1 to 2: atom 1 (C): -0.09, atom 2 (C): -0.06

Number 1: M 1460.0 g/mol. Number 2: M 122.2 g/mol. Number 3: M 162.1 g/mol. Number 4: M 104.1 g/mol. Number 5: M 316.1 g/mol. Number 6: M 43.9 g/mol. Number 7: M 143.2 g/mol. Number 8: M 650.6 g/mol. Number 9: M 84.1 g/mol. Number 10: M 129.2 g/mol. Number 11: M 98.1 g/mol. Number 12: M 100.1 g/mol.